Entry from OMol25: C21H29Ge2N9OS2Tl as an isolated structure in a non-equilibrium geometry (wB97M-V/def2-TZVPD).

Cartesian coordinates (Å):
Tl (1.484, -1.563, -0.165)
C (-0.205, 2.828, 4.229)
C (0.879, 1.825, 4.137)
N (1.850, 1.662, 4.984)
N (2.568, 0.622, 4.517)
C (2.050, 0.117, 3.371)
S (2.599, -1.238, 2.576)
N (0.964, 0.909, 3.120)
N (0.162, 0.836, 2.000)
H (-0.073, 3.418, 5.130)
H (-1.173, 2.328, 4.278)
H (-0.185, 3.487, 3.362)
H (3.398, 0.296, 4.985)
H (-0.114, -0.150, 1.827)
H (-0.673, 1.392, 2.155)
N (-0.043, -6.032, 3.201)
C (0.075, -5.032, 2.306)
N (0.848, -5.181, 1.236)
N (-0.602, -3.933, 2.561)
C (-0.531, -2.840, 1.925)
N (-0.560, -1.756, 1.491)
H (0.438, -6.904, 3.092)
H (-0.604, -5.876, 4.019)
H (1.377, -6.019, 1.072)
H (0.819, -4.476, 0.478)
O (-0.902, -4.790, -2.281)
C (-0.280, -4.073, -1.593)
N (0.334, -3.393, -0.846)
C (-3.272, 2.068, -2.005)
Ge (-2.468, 0.753, -0.717)
C (-2.978, 1.462, 1.084)
C (-3.295, -1.037, -0.894)
Ge (0.013, 0.525, -1.124)
C (0.971, 2.261, -0.861)
C (2.355, 2.364, -0.890)
C (2.975, 3.595, -0.771)
C (2.215, 4.740, -0.604)
C (0.834, 4.649, -0.557)
C (0.222, 3.415, -0.682)
C (0.294, 0.009, -3.040)
C (1.571, -0.287, -3.508)
C (1.773, -0.697, -4.814)
C (0.693, -0.839, -5.670)
C (-0.585, -0.569, -5.215)
C (-0.776, -0.151, -3.911)
H (-4.345, 2.101, -1.838)
H (-3.094, 1.797, -3.040)
H (-2.873, 3.065, -1.844)
H (-4.025, 1.756, 1.048)
H (-2.404, 2.341, 1.367)
H (-2.874, 0.692, 1.842)
H (-4.335, -1.013, -0.581)
H (-2.754, -1.732, -0.259)
H (-3.244, -1.406, -1.913)
H (2.953, 1.468, -0.998)
H (4.052, 3.666, -0.816)
H (2.697, 5.704, -0.522)
H (0.236, 5.542, -0.431)
H (-0.858, 3.341, -0.641)
H (2.418, -0.202, -2.836)
H (2.770, -0.920, -5.165)
H (0.847, -1.179, -6.682)
H (-1.433, -0.690, -5.877)
H (-1.780, 0.045, -3.560)
S (3.598, -3.102, -0.243)

⟨S²⟩: 0.756
calculated total energy: -6508.34256 Eh
charge: 0
spin multiplicity: 2